{"formula": "C30H78N4O14", "method": "wB97M-V/def2-TZVPD", "smiles": "COCCNCCOC.COCCNCCOC.COCCNCCOC.COCCNCCOC.OCCO.OCCO.OCCO", "orbital_gap_ev": 8.9, "relative_energy_kj_mol": 924.4, "homo_energy_ev": -8.18, "species": ["C", "O", "C", "C", "N", "C", "C", "O", "C", "H", "H", "H", "H", "H", "H", "H", "H", "H", "H", "H", "H", "H", "H", "H", "C", "O", "C", "C", "N", "C", "C", "O", "C", "H", "H", "H", "H", "H", "H", "H", "H", "H", "H", "H", "H", "H", "H", "H", "C", "O", "C", "C", "N", "C", "C", "O", "C", "H", "H", "H", "H", "H", "H", "H", "H", "H", "H", "H", "H", "H", "H", "H", "C", "O", "C", "C", "N", "C", "C", "O", "C", "H", "H", "H", "H", "H", "H", "H", "H", "H", "H", "H", "H", "H", "H", "H", "C", "C", "O", "O", "H", "H", "H", "H", "H", "H", "C", "C", "O", "O", "H", "H", "H", "H", "H", "H", "C", "C", "O", "O", "H", "H", "H", "H", "H", "H"], "xyz": [[2.04451, -3.16913, 6.70498], [1.19651, -2.43513, 5.80898], [1.74051, -2.19913, 4.52598], [0.52451, -2.38513, 3.68698], [0.86551, -2.05213, 2.27098], [-0.30949, -2.14113, 1.40598], [0.06851, -1.85313, -0.09602], [-0.73349, -2.18113, -1.01002], [-0.21249, -2.10513, -2.28902], [2.60251, -3.98113, 6.27998], [1.36151, -3.42313, 7.47998], [2.79251, -2.58313, 7.16198], [2.42451, -2.96413, 4.21098], [2.20151, -1.21613, 4.39698], [-0.14149, -1.61613, 4.01198], [0.09351, -3.31013, 3.77898], [1.66451, -2.56313, 1.87498], [-1.14249, -1.49213, 1.73098], [-0.78349, -3.08513, 1.36498], [0.94451, -2.52813, -0.38002], [0.23651, -0.80913, -0.28702], [-0.06649, -3.19713, -2.56802], [0.61951, -1.45013, -2.43702], [-1.08149, -1.66113, -2.79902], [-0.07149, 1.27487, -3.00702], [-0.39749, 0.57787, -4.14202], [-1.77149, 0.48887, -4.43302], [-1.97349, -0.02213, -5.91402], [-3.24349, 0.36587, -6.48402], [-4.43449, 0.10987, -5.68302], [-5.57749, -0.27813, -6.64602], [-6.71249, -0.51013, -6.20502], [-7.69949, -0.51813, -7.18802], [-0.85849, 2.11987, -2.96002], [0.95851, 1.63187, -2.89702], [-0.39949, 0.66687, -2.13302], [-2.29849, 1.45387, -4.21602], [-2.40249, -0.16713, -3.87802], [-1.99349, -1.07713, -6.01802], [-1.26149, 0.41587, -6.67202], [-3.35749, -0.04413, -7.39802], [-4.76449, 1.01187, -5.19702], [-4.25649, -0.77713, -5.00102], [-5.34649, -1.25713, -7.10102], [-5.56049, 0.54087, -7.40302], [-8.68949, -0.68213, -6.86802], [-7.52649, -1.32313, -7.91802], [-7.73149, 0.39987, -7.85802], [-0.02049, 1.04687, 3.37898], [-0.84949, 2.02387, 2.73798], [-1.59249, 2.69187, 3.76498], [-2.89149, 2.07787, 3.89498], [-3.81149, 3.02687, 4.41398], [-3.75549, 3.36887, 5.80598], [-5.00249, 4.17687, 6.10498], [-5.26349, 4.51087, 7.22698], [-6.49149, 5.17287, 7.67698], [1.00051, 1.43987, 3.32098], [-0.01949, 0.35187, 2.56798], [-0.37749, 0.57587, 4.34898], [-1.81849, 3.70387, 3.37298], [-0.98849, 2.84187, 4.66098], [-2.74849, 1.10587, 4.37498], [-3.20349, 1.89387, 2.89398], [-4.18449, 3.73187, 3.70598], [-2.88949, 4.03987, 5.83298], [-3.67849, 2.50787, 6.42698], [-5.87649, 3.70287, 5.87998], [-4.92249, 5.12987, 5.55598], [-6.68749, 6.17387, 7.12398], [-6.44749, 5.24987, 8.79498], [-7.33449, 4.54587, 7.48098], [4.51651, -0.95413, -3.15702], [4.85351, -1.59613, -1.96002], [3.71951, -2.37513, -1.50202], [3.95951, -2.60813, -0.04602], [3.06951, -3.68913, 0.54998], [3.64051, -4.17513, 1.83298], [2.68751, -5.17213, 2.43798], [2.88351, -5.63713, 3.58798], [3.98651, -6.52413, 3.66498], [4.04551, -1.58513, -3.89402], [5.44151, -0.50313, -3.59002], [3.90651, -0.12713, -2.87902], [3.67251, -3.32813, -2.00702], [2.72451, -1.89313, -1.69602], [3.93851, -1.65113, 0.48898], [5.01851, -2.92313, 0.09898], [2.76851, -4.36713, -0.19302], [3.69951, -3.34513, 2.54398], [4.64251, -4.41413, 1.64798], [2.34551, -6.03413, 1.79698], [1.76251, -4.74113, 2.58498], [3.70451, -7.49313, 3.18998], [4.24551, -6.75313, 4.70498], [4.99451, -6.12313, 3.41198], [-0.61349, 3.66087, -0.43602], [0.62651, 4.35087, -0.13602], [0.68851, 5.57187, -0.75502], [-0.57749, 2.26987, -0.12902], [-0.73349, 3.66387, -1.56302], [-1.41849, 3.99687, 0.18498], [1.44151, 3.77087, -0.51902], [0.89451, 4.46887, 0.94298], [1.05151, 5.45287, -1.61602], [-0.63549, 2.04987, 0.82998], [3.73551, 2.22387, -5.22502], [3.01151, 1.01187, -5.46702], [2.73851, 0.87887, -6.91102], [4.00151, 2.47087, -3.89802], [3.28451, 3.13887, -5.69802], [4.70951, 2.11687, -5.61302], [2.08751, 0.99587, -4.83602], [3.63551, 0.25287, -5.14502], [3.30751, 0.30387, -7.38402], [3.31251, 2.25587, -3.31802], [2.21751, 1.17587, 0.84298], [2.97351, 0.98487, -0.38902], [2.85451, 1.95687, -1.39102], [2.82151, 0.37887, 1.86798], [1.20951, 0.80387, 0.75498], [2.33751, 2.15387, 1.16198], [2.67951, 0.03487, -0.84102], [4.03951, 0.96587, -0.25902], [1.95051, 2.06087, -1.55302], [2.45551, -0.50213, 1.92098]], "forces_ev_per_angstrom": [[-1.07, 0.87, -0.42], [1.53, -0.42, 0.68], [-0.88, -0.59, 0.23], [1.83, 3.32, -2.71], [-0.62, 0.23, 0.06], [0.20, 1.02, -1.74], [5.56, 0.20, 4.52], [-6.80, -1.99, -3.14], [-2.38, -1.72, -1.09], [-0.36, -0.84, -0.63], [-0.28, -0.89, 0.69], [0.95, 1.35, 0.46], [0.86, -0.49, 0.32], [-0.08, 0.07, 0.15], [-0.96, 0.27, 0.16], [-0.97, -2.49, 0.44], [-0.71, -0.28, 0.15], [0.61, 0.29, 0.07], [-0.32, -1.70, 0.25], [0.56, 1.26, 1.54], [1.33, 1.19, 0.86], [0.41, 1.44, -0.44], [0.80, 0.23, 0.21], [0.68, -0.46, -0.86], [-3.44, 0.96, 2.01], [0.47, -1.12, -1.73], [-0.55, 0.87, -2.01], [0.43, 1.95, -0.80], [-1.38, 1.29, 0.29], [-0.36, -1.78, -0.34], [7.93, 0.60, -3.74], [-9.08, 0.12, 4.50], [0.41, 0.41, -2.46], [1.64, -0.44, 0.18], [-0.37, -0.37, -0.77], [0.78, 0.40, -0.02], [0.65, -0.13, -0.75], [0.31, -1.12, 1.36], [1.01, -1.45, 0.71], [0.00, -0.55, 1.34], [0.13, -0.09, -0.10], [0.08, 0.20, 0.85], [-0.35, 1.05, -0.14], [1.61, 0.23, -1.02], [0.06, -0.32, -0.13], [-0.90, -0.07, 1.28], [0.35, -0.18, 0.11], [0.39, -0.53, 1.09], [0.44, -0.27, -1.51], [-0.20, 0.33, 2.05], [1.85, 2.51, -1.99], [-0.75, -0.25, 0.08], [-2.69, -0.45, -0.97], [0.17, 2.02, -1.27], [1.77, -0.35, -9.66], [-1.55, 4.35, 15.99], [1.40, 0.49, -0.79], [-0.01, -0.14, 1.14], [0.34, -1.60, 0.17], [0.38, 0.98, -1.17], [0.46, -0.18, 0.15], [-0.01, -0.28, 0.12], [-0.94, 0.00, 0.53], [-0.27, -0.55, -0.91], [0.93, -1.40, 1.81], [0.21, -0.06, 1.47], [0.24, -0.76, 0.47], [-2.28, -2.47, -3.26], [0.17, -0.07, -1.69], [0.66, -1.42, 1.01], [0.36, 0.32, -1.24], [-0.66, -0.68, -0.49], [1.64, 0.96, -0.10], [-1.16, -1.34, 0.29], [0.23, 0.74, 0.00], [0.29, -1.44, 1.22], [0.24, 1.59, -0.69], [-1.65, 0.79, -1.33], [-1.85, 0.17, -6.45], [3.71, -2.92, 7.83], [0.72, -0.90, 1.19], [-0.25, -0.44, -0.23], [-0.56, -0.50, 0.27], [-0.95, 0.81, -0.27], [0.18, -0.49, -0.54], [0.94, 0.03, 0.15], [-0.62, -0.22, 0.19], [-0.37, 0.03, -0.41], [0.85, 0.51, 1.50], [-0.16, 0.29, -0.16], [1.67, -1.24, 0.06], [0.95, 0.50, -0.82], [-2.22, 2.08, -0.57], [0.56, 0.71, -0.12], [-0.95, -0.03, 0.19], [-0.92, 0.05, -1.05], [-1.34, -2.19, -0.38], [2.38, -0.29, 1.45], [-0.52, 2.24, 0.25], [0.61, -1.20, 0.07], [-0.52, 0.51, 1.37], [-0.91, 1.18, -0.47], [0.59, -0.80, -0.11], [-0.72, -0.02, -0.54], [0.35, 0.05, -0.93], [-0.10, 0.90, -0.61], [0.39, 3.39, -0.62], [-2.37, -0.78, -1.84], [-1.52, 1.32, 1.94], [1.78, 0.63, 0.39], [0.04, -0.85, 0.11], [1.20, 0.03, -1.16], [0.23, -0.24, -1.05], [0.95, -1.98, 0.56], [1.05, -0.92, -0.02], [-1.58, -0.51, 1.41], [0.12, -2.35, 1.36], [1.10, -1.35, -2.03], [1.14, 0.89, -0.11], [0.99, 0.60, 0.33], [-0.54, 0.66, -0.26], [-0.41, 2.11, 0.70], [0.11, -0.37, 0.14], [0.48, -0.33, 0.77], [-2.25, 0.44, -0.27], [-0.80, -0.35, -0.16]]}